# 1
{
  "formula": "C60H169N15O17",
  "method": "wB97M-V/def2-TZVPD",
  "species": ["O", "H", "H", "O", "H", "H", "C", "C", "C", "O", "C", "N", "H", "H", "H", "H", "H", "H", "H", "H", "H", "H", "H", "C", "C", "C", "O", "C", "N", "H", "H", "H", "H", "H", "H", "H", "H", "H", "H", "H", "C", "C", "C", "O", "C", "N", "H", "H", "H", "H", "H", "H", "H", "H", "H", "H", "H", "C", "C", "C", "O", "C", "N", "H", "H", "H", "H", "H", "H", "H", "H", "H", "H", "H", "C", "C", "C", "O", "C", "N", "H", "H", "H", "H", "H", "H", "H", "H", "H", "H", "H", "C", "C", "C", "O", "C", "N", "H", "H", "H", "H", "H", "H", "H", "H", "H", "H", "H", "C", "C", "C", "O", "C", "N", "H", "H", "H", "H", "H", "H", "H", "H", "H", "H", "H", "C", "C", "C", "O", "C", "N", "H", "H", "H", "H", "H", "H", "H", "H", "H", "H", "H", "C", "C", "C", "O", "C", "N", "H", "H", "H", "H", "H", "H", "H", "H", "H", "H", "H", "C", "C", "C", "O", "C", "N", "H", "H", "H", "H", "H", "H", "H", "H", "H", "H", "H", "C", "C", "C", "O", "C", "N", "H", "H", "H", "H", "H", "H", "H", "H", "H", "H", "H", "C", "C", "C", "O", "C", "N", "H", "H", "H", "H", "H", "H", "H", "H", "H", "H", "H", "C", "C", "C", "O", "C", "N", "H", "H", "H", "H", "H", "H", "H", "H", "H", "H", "H", "C", "C", "C", "O", "C", "N", "H", "H", "H", "H", "H", "H", "H", "H", "H", "H", "H", "C", "C", "C", "O", "C", "N", "H", "H", "H", "H", "H", "H", "H", "H", "H", "H", "H"],
  "coordinates": [[1.053, 3.402, 1.711], [0.763, 3.059, 2.556], [0.755, 4.312, 1.706], [2.732, 3.532, -2.933], [1.834, 3.568, -3.264], [2.706, 2.873, -2.240], [-3.949, 1.313, -4.891], [-2.825, 2.178, -4.338], [-2.413, 1.831, -2.908], [-3.486, 1.920, -2.001], [-3.253, 1.328, -0.748], [-1.737, 2.246, -5.287], [-3.663, 0.294, -5.150], [-4.308, 1.818, -5.788], [-4.767, 1.322, -4.170], [-3.253, 3.175, -4.234], [-1.597, 2.485, -2.600], [-2.077, 0.795, -2.948], [-4.191, 1.368, -0.196], [-2.448, 1.701, -0.114], [-3.049, 0.259, -0.808], [-1.917, 2.757, -6.139], [-1.426, 1.354, -5.645], [-2.070, 2.954, 2.765], [-1.824, 4.004, 3.877], [-2.688, 3.628, 5.130], [-2.550, 4.735, 6.076], [-3.226, 4.445, 7.272], [-0.369, 4.005, 4.193], [-3.104, 2.925, 2.420], [-1.838, 1.954, 3.132], [-1.468, 3.111, 1.870], [-2.043, 5.018, 3.543], [-2.188, 2.721, 5.467], [-3.724, 3.492, 4.818], [-3.576, 5.359, 7.751], [-2.577, 3.859, 7.922], [-4.190, 3.972, 7.087], [0.129, 4.703, 3.658], [-0.296, 4.314, 5.152], [-1.340, 4.714, -0.577], [-0.976, 5.787, -1.649], [0.478, 6.194, -1.636], [0.651, 7.432, -2.295], [2.030, 7.858, -2.479], [-1.475, 5.446, -2.972], [-1.349, 5.148, 0.422], [-0.581, 3.936, -0.495], [-2.326, 4.281, -0.745], [-1.581, 6.645, -1.356], [1.112, 5.393, -2.018], [0.829, 6.298, -0.610], [2.259, 8.369, -1.544], [2.126, 8.645, -3.227], [2.739, 7.053, -2.673], [-1.134, 6.261, -3.462], [-2.458, 5.672, -2.914], [-5.595, -2.329, -4.291], [-4.728, -3.543, -4.000], [-3.330, -3.308, -3.387], [-2.403, -2.553, -4.207], [-1.207, -2.271, -3.488], [-5.518, -4.303, -3.040], [-6.004, -1.879, -3.386], [-6.433, -2.563, -4.948], [-4.972, -1.586, -4.788], [-4.570, -4.187, -4.865], [-2.930, -4.307, -3.218], [-3.456, -2.746, -2.461], [-1.282, -1.895, -2.467], [-0.594, -1.602, -4.092], [-0.633, -3.184, -3.332], [-6.440, -4.332, -3.452], [-5.602, -3.619, -2.301], [1.524, -0.037, -6.739], [0.343, 0.692, -7.373], [0.414, 0.559, -8.944], [1.599, 1.072, -9.480], [1.528, 2.534, -9.667], [-0.844, 0.003, -6.904], [2.498, 0.300, -7.094], [1.482, -1.105, -6.951], [1.496, 0.074, -5.655], [0.340, 1.730, -7.040], [-0.490, 0.975, -9.388], [0.309, -0.498, -9.187], [2.432, 2.987, -10.073], [1.356, 3.031, -8.712], [0.669, 2.797, -10.284], [-0.805, -0.978, -7.137], [-1.624, 0.376, -7.425], [3.486, -2.262, 1.007], [4.438, -1.218, 0.392], [4.809, -0.143, 1.380], [3.685, 0.812, 1.605], [3.905, 1.672, 2.718], [5.667, -1.946, 0.055], [3.881, -2.740, 1.903], [3.409, -3.121, 0.341], [2.481, -1.946, 1.287], [4.075, -0.881, -0.579], [5.755, 0.335, 1.124], [5.095, -0.535, 2.355], [2.961, 2.206, 2.823], [4.759, 2.329, 2.555], [4.160, 1.210, 3.672], [6.082, -2.327, 0.893], [5.383, -2.715, -0.535], [5.595, 1.507, -3.024], [7.025, 1.046, -2.575], [7.616, 1.742, -1.304], [8.109, 3.038, -1.699], [8.943, 3.787, -0.858], [6.994, -0.434, -2.412], [5.004, 1.809, -2.160], [4.976, 0.843, -3.627], [5.746, 2.441, -3.565], [7.666, 1.303, -3.419], [8.473, 1.128, -1.029], [6.876, 1.734, -0.504], [8.317, 4.462, -0.274], [9.648, 4.395, -1.424], [9.444, 3.225, -0.069], [6.357, -0.698, -1.674], [7.836, -0.777, -1.972], [1.504, 0.198, -2.214], [1.019, 1.049, -1.014], [0.258, 0.252, 0.028], [-0.807, -0.593, -0.453], [-1.090, -1.833, 0.170], [2.161, 1.753, -0.512], [2.553, -0.081, -2.119], [1.375, 0.783, -3.125], [0.885, -0.657, -2.488], [0.330, 1.781, -1.435], [-0.087, 0.991, 0.750], [1.065, -0.294, 0.516], [-1.300, -1.489, 1.183], [-0.319, -2.599, 0.090], [-1.977, -2.272, -0.287], [1.877, 2.445, 0.167], [2.664, 1.108, 0.081], [-0.658, -5.944, -0.491], [0.870, -5.784, -0.258], [1.242, -5.585, 1.258], [0.531, -4.612, 1.882], [0.822, -4.418, 3.271], [1.602, -6.963, -0.754], [-1.413, -5.160, -0.547], [-1.052, -6.632, 0.258], [-0.769, -6.421, -1.465], [1.165, -4.867, -0.769], [2.301, -5.345, 1.343], [1.127, -6.600, 1.639], [0.840, -5.366, 3.808], [0.125, -3.724, 3.741], [1.812, -3.975, 3.380], [2.472, -7.033, -0.245], [1.287, -7.919, -0.667], [2.684, -2.949, -2.994], [3.306, -4.314, -3.133], [4.127, -4.854, -1.883], [5.349, -4.121, -1.697], [6.430, -4.248, -2.620], [2.319, -5.372, -3.396], [1.920, -2.967, -2.217], [2.215, -2.646, -3.930], [3.522, -2.272, -2.833], [3.980, -4.279, -3.988], [4.398, -5.898, -2.045], [3.582, -4.811, -0.939], [6.121, -4.064, -3.649], [7.000, -5.172, -2.532], [7.201, -3.502, -2.429], [2.778, -6.225, -3.681], [1.806, -5.708, -2.593], [-5.021, 0.477, 2.975], [-5.316, -0.445, 4.225], [-4.058, -0.817, 4.929], [-3.207, -1.604, 4.057], [-1.886, -1.443, 4.535], [-6.272, 0.342, 4.947], [-4.147, 0.095, 2.447], [-4.624, 1.465, 3.210], [-5.828, 0.434, 2.244], [-5.762, -1.392, 3.920], [-4.419, -1.418, 5.765], [-3.625, 0.112, 5.300], [-1.178, -1.975, 3.898], [-1.649, -1.733, 5.558], [-1.538, -0.419, 4.406], [-7.034, 0.544, 4.316], [-6.603, -0.397, 5.550], [-9.021, -4.593, 1.177], [-7.701, -4.283, 0.472], [-7.366, -2.811, 0.237], [-6.198, -2.797, -0.579], [-5.457, -1.606, -0.402], [-6.599, -4.982, 1.138], [-9.839, -4.518, 0.461], [-9.019, -4.019, 2.104], [-9.153, -5.655, 1.381], [-7.774, -4.558, -0.581], [-7.200, -2.448, 1.252], [-8.217, -2.303, -0.217], [-6.133, -0.756, -0.501], [-4.663, -1.575, -1.148], [-5.016, -1.498, 0.588], [-5.701, -4.950, 0.678], [-6.382, -4.567, 2.033], [3.818, 4.919, 0.381], [4.739, 5.629, -0.571], [5.747, 6.570, 0.145], [5.070, 7.297, 1.115], [4.448, 8.511, 0.657], [5.351, 4.633, -1.419], [3.110, 4.257, -0.116], [3.216, 5.629, 0.948], [4.444, 4.478, 1.156], [4.065, 6.195, -1.214], [6.303, 7.200, -0.549], [6.471, 6.041, 0.765], [3.753, 8.912, 1.394], [3.947, 8.366, -0.300], [5.124, 9.276, 0.273], [5.849, 3.961, -0.853], [4.648, 4.119, -1.931], [-0.439, 1.152, 7.269], [1.075, 0.744, 7.265], [1.708, 0.555, 5.910], [0.999, -0.532, 5.276], [1.508, -0.734, 3.999], [1.866, 1.529, 8.090], [-0.882, 1.262, 8.259], [-1.051, 0.408, 6.759], [-0.483, 2.063, 6.673], [1.025, -0.215, 7.782], [2.766, 0.296, 5.968], [1.597, 1.469, 5.326], [0.791, -1.346, 3.452], [2.413, -1.327, 3.868], [1.529, 0.182, 3.408], [2.691, 1.029, 8.389], [1.245, 1.333, 8.862], [-2.791, -4.817, 2.065], [-3.719, -4.910, 3.270], [-3.016, -5.052, 4.659], [-3.900, -5.863, 5.507], [-4.390, -5.130, 6.659], [-4.708, -3.838, 3.282], [-2.004, -4.085, 2.249], [-3.324, -4.681, 1.124], [-2.297, -5.788, 2.029], [-4.197, -5.878, 3.121], [-2.816, -4.115, 5.178], [-2.032, -5.484, 4.477], [-4.700, -4.094, 6.523], [-3.560, -5.006, 7.356], [-5.305, -5.596, 7.025], [-5.213, -4.006, 4.140], [-4.110, -3.024, 3.259]],
  "orbital_gap_ev": 8.580,
  "homo_energy_ev": -8.286
}


# 2
{
  "formula": "CH6N2O2",
  "method": "wB97M-V/def2-TZVPD",
  "species": ["N", "C", "N", "O", "H", "H", "H", "H", "O", "H", "H"],
  "coordinates": [[-0.170, -0.366, -0.695], [-1.509, -0.815, -0.475], [-2.406, 0.223, -0.347], [-1.840, -1.976, -0.478], [0.151, 0.080, 0.168], [0.322, -1.235, -0.850], [-3.385, 0.080, -0.419], [-2.020, 1.123, -0.136], [3.405, 0.644, 1.102], [3.735, 1.163, 1.813], [3.718, 1.079, 0.317]],
  "orbital_gap_ev": 10.525,
  "homo_energy_ev": -9.819
}


# 3
{
  "formula": "C5H8N2O",
  "method": "wB97M-V/def2-TZVPD",
  "species": ["C", "C", "N", "C", "C", "C", "N", "O", "H", "H", "H", "H", "H", "H", "H", "H"],
  "coordinates": [[-1.981, -1.005, 1.430], [-1.351, -0.987, 0.254], [-0.485, 0.105, 0.056], [0.853, -0.191, -0.425], [0.903, 0.309, -1.830], [1.674, 1.059, -0.791], [-0.652, 0.799, 1.415], [-1.642, 0.117, 2.129], [-2.631, -1.754, 1.843], [-1.479, -1.860, -0.318], [1.340, -1.048, -0.016], [-0.066, 0.806, -2.042], [1.329, -0.296, -2.646], [2.791, 1.196, -0.728], [1.080, 1.902, -0.327], [0.316, 0.848, 1.998]],
  "orbital_gap_ev": 8.352,
  "homo_energy_ev": -7.269
}


# 4
{
  "formula": "C2H4FI",
  "method": "wB97M-V/def2-TZVPD",
  "species": ["C", "C", "F", "I", "H", "H", "H", "H"],
  "coordinates": [[0.602, -0.160, 0.663], [-0.416, 0.516, -0.203], [-0.374, 1.780, -0.537], [-2.437, -0.150, -0.151], [0.192, -1.138, 0.695], [1.578, -0.110, 0.184], [0.767, 0.374, 1.672], [0.086, -1.112, -2.324]],
  "orbital_gap_ev": [7.490, 9.926],
  "homo_energy_ev": [-7.976, -9.863]
}


# 5
{
  "formula": "C20H18AgBCl4N8O3",
  "method": "wB97M-V/def2-TZVPD",
  "species": ["Ag", "C", "C", "N", "N", "C", "B", "N", "C", "C", "C", "N", "N", "C", "C", "C", "N", "H", "H", "H", "H", "H", "H", "H", "H", "H", "H", "Cl", "C", "C", "Cl", "C", "Cl", "C", "O", "C", "O", "C", "Cl", "N", "C", "N", "C", "C", "O", "C", "C", "H", "H", "H", "H", "H", "H", "H", "H"],
  "coordinates": [[-0.205, 0.410, -0.023], [-2.644, -3.540, 1.295], [-2.293, -2.180, 1.393], [-1.499, -1.822, 0.396], [-1.311, -2.920, -0.354], [-1.986, -3.968, 0.160], [-0.373, -2.938, -1.591], [-0.826, -1.894, -2.637], [-1.175, -2.104, -3.923], [-1.486, -0.880, -4.483], [-1.293, 0.034, -3.427], [-0.901, -0.592, -2.330], [1.076, -2.637, -1.150], [2.163, -3.422, -1.306], [3.249, -2.755, -0.776], [2.710, -1.542, -0.306], [1.409, -1.487, -0.537], [-3.270, -4.120, 1.953], [-2.570, -1.455, 2.144], [-1.943, -4.940, -0.304], [-0.416, -4.039, -2.092], [-1.163, -3.093, -4.352], [-1.799, -0.679, -5.494], [-1.417, 1.106, -3.413], [2.084, -4.386, -1.783], [4.272, -3.093, -0.732], [3.199, -0.712, 0.181], [4.035, 3.985, 4.597], [3.272, 3.443, 3.123], [3.624, 3.997, 1.913], [4.820, 5.267, 1.842], [2.989, 3.540, 0.738], [3.442, 4.238, -0.805], [1.993, 2.546, 0.712], [1.429, 2.158, -0.363], [1.604, 1.961, 2.016], [0.692, 1.070, 2.081], [2.281, 2.437, 3.152], [1.823, 1.734, 4.692], [-2.116, 1.401, -0.371], [-2.726, 2.006, 0.403], [-3.639, 2.737, 1.052], [-5.018, 2.671, 0.585], [-5.697, 3.975, 0.953], [-5.616, 4.218, 2.349], [-4.261, 4.281, 2.786], [-3.519, 2.995, 2.479], [-5.546, 1.837, 1.066], [-5.019, 2.514, -0.492], [-6.758, 3.943, 0.706], [-5.225, 4.798, 0.402], [-4.294, 4.462, 3.858], [-3.753, 5.120, 2.296], [-3.959, 2.174, 3.061], [-2.466, 3.086, 2.743]],
  "orbital_gap_ev": 4.128,
  "homo_energy_ev": -0.131,
  "total_charge": -2
}


# 6
{
  "formula": "C46H55BrClF5N5PS",
  "method": "wB97M-V/def2-TZVPD",
  "species": ["C", "C", "C", "C", "C", "C", "C", "C", "C", "C", "C", "C", "C", "F", "F", "C", "C", "C", "C", "C", "C", "F", "F", "F", "C", "N", "C", "C", "N", "C", "C", "C", "C", "Br", "C", "C", "C", "C", "C", "C", "Cl", "C", "P", "N", "C", "S", "H", "H", "H", "H", "H", "H", "H", "H", "H", "H", "H", "H", "H", "H", "H", "H", "H", "H", "H", "H", "H", "H", "H", "H", "H", "H", "H", "H", "H", "H", "H", "H", "H", "H", "H", "H", "H", "H", "H", "H", "H", "C", "N", "C", "C", "C", "C", "C", "C", "C", "C", "N", "C", "C", "C", "H", "H", "H", "H", "H", "H", "H", "H", "H", "H", "H", "H", "H", "H"],
  "coordinates": [[4.324, -2.951, 0.710], [3.729, -3.297, 2.093], [2.810, -2.183, 2.630], [1.909, -2.645, 3.802], [0.987, -3.808, 3.338], [-0.509, -3.609, 3.708], [-1.176, -2.576, 2.797], [-1.109, -1.268, 3.233], [-1.635, -0.240, 2.472], [-2.221, -0.559, 1.278], [-2.341, -1.865, 0.810], [-1.805, -2.901, 1.582], [-1.867, -4.378, 1.181], [-0.643, -4.975, 1.228], [-2.332, -4.588, -0.085], [-2.825, -5.139, 2.122], [-4.042, -4.633, 2.540], [-4.838, -5.354, 3.405], [-4.459, -6.584, 3.883], [-3.237, -7.087, 3.466], [-2.743, -8.423, 3.989], [-3.741, -9.281, 4.232], [-1.843, -8.987, 3.164], [-2.089, -8.233, 5.170], [-2.442, -6.379, 2.595], [-3.001, -2.123, -0.430], [-4.478, -2.101, -0.330], [-5.215, -2.352, -1.657], [-5.939, -1.141, -2.134], [-2.490, -1.336, -1.503], [-2.124, -1.915, -2.685], [-1.615, -1.209, -3.787], [-1.277, -2.090, -4.990], [-0.181, -3.621, -4.314], [-0.539, -1.533, -6.219], [1.005, -1.413, -6.000], [-1.531, 0.177, -3.639], [-1.008, 1.067, -4.755], [-2.090, 1.500, -5.823], [-1.363, 1.882, -7.142], [-3.382, 0.280, -6.064], [-1.932, 0.800, -2.440], [-1.897, 2.595, -2.179], [-0.549, 3.033, -1.419], [-2.390, 0.045, -1.377], [-2.885, 0.723, 0.202], [4.896, -3.789, 0.296], [3.484, -2.762, 0.026], [4.949, -2.051, 0.764], [4.513, -3.473, 2.844], [3.199, -4.249, 1.954], [2.180, -1.846, 1.787], [3.439, -1.323, 2.910], [1.343, -1.781, 4.166], [2.604, -2.988, 4.583], [1.120, -3.905, 2.255], [1.347, -4.751, 3.773], [-1.063, -4.547, 3.779], [-0.509, -3.179, 4.722], [-0.624, -1.011, 4.170], [-1.580, 0.796, 2.801], [-4.341, -3.648, 2.187], [-5.776, -4.893, 3.713], [-5.068, -7.146, 4.587], [-1.495, -6.834, 2.312], [-4.752, -2.926, 0.343], [-4.878, -1.194, 0.152], [-5.989, -3.105, -1.452], [-4.589, -2.768, -2.452], [-5.725, -0.997, -3.116], [-6.934, -1.332, -2.098], [-2.252, -2.996, -2.740], [-2.199, -2.577, -5.327], [-0.638, -2.282, -7.019], [-0.939, -0.613, -6.635], [1.346, -0.645, -6.717], [1.522, -2.323, -6.310], [1.269, -1.101, -4.985], [-0.691, 2.027, -4.317], [-0.099, 0.694, -5.228], [-2.569, 2.387, -5.396], [-1.487, 1.141, -7.934], [-1.717, 2.877, -7.435], [-0.291, 1.995, -6.928], [-2.993, 3.009, -1.386], [-1.935, 3.298, -3.405], [-0.048, 2.154, -1.289], [0.169, 6.001, -1.557], [1.285, 6.254, -0.625], [1.770, 5.209, 0.061], [2.838, 5.369, 0.919], [3.424, 6.622, 1.074], [2.879, 7.688, 0.361], [1.808, 7.480, -0.481], [4.608, 6.825, 1.944], [5.792, 7.340, 1.424], [6.870, 7.568, 2.251], [6.794, 7.301, 3.564], [5.673, 6.782, 4.093], [4.572, 6.533, 3.306], [7.943, 7.594, 4.455], [-0.637, 5.549, -0.987], [0.532, 5.316, -2.318], [-0.162, 6.931, -2.012], [1.289, 4.248, -0.105], [3.217, 4.503, 1.445], [3.280, 8.689, 0.457], [1.365, 8.284, -1.051], [5.887, 7.566, 0.370], [7.800, 7.971, 1.876], [5.677, 6.584, 5.156], [3.681, 6.132, 3.770], [8.227, 6.675, 4.961], [7.629, 8.351, 5.170], [8.775, 7.966, 3.866]],
  "orbital_gap_ev": 4.035,
  "homo_energy_ev": -11.336,
  "total_charge": 2
}


# 7
{
  "formula": "CdN3O9Pb",
  "method": "wB97M-V/def2-TZVPD",
  "species": ["Cd", "Pb", "N", "O", "O", "O", "N", "O", "O", "O", "N", "O", "O", "O"],
  "coordinates": [[-2.008, 0.447, 3.544], [3.169, 0.176, 0.495], [2.564, -1.044, -2.696], [2.924, -0.717, -3.832], [2.562, -2.221, -2.326], [2.511, -0.149, -1.763], [-2.998, 1.860, 0.748], [-2.847, 1.513, 1.990], [-3.216, 0.951, -0.056], [-2.924, 2.999, 0.283], [0.047, -1.030, 0.905], [0.267, -1.268, -0.284], [1.027, -0.861, 1.700], [-1.077, -0.655, 1.291]],
  "orbital_gap_ev": 3.801,
  "homo_energy_ev": -12.448,
  "total_charge": 1
}